Molecular formula: C50H59GeN3O5P2Pb
Method: DFT, wB97M-V/def2-TZVPD

Output
Electronic energy, eV: -147833.141
ΔE to the lowest compared entry with this formula, charge and spin, kcal/mol: 33.2
Charge: +3
Multiplicity: 2
HOMO-LUMO gap, eV: 3.38

```
121
Properties=species:S:1:pos:R:3:forces:R:3
Pb 0.504029 -0.350683 0.726781 0.405 -0.169 -0.124
C 2.837943 -3.905577 1.454938 -0.245 0.230 0.157
C 1.876861 -4.475511 0.426958 0.444 -0.340 -0.033
C 2.461894 -4.416987 -0.976987 -0.250 0.118 -0.045
C 1.469003 -5.901543 0.774171 -0.346 0.185 0.071
O 0.666051 -3.643294 0.390979 -0.011 -0.857 -0.156
Ge -0.713090 -3.590812 1.418447 0.833 1.841 -0.594
O -0.299531 -2.571399 2.754836 -0.229 -0.573 0.739
C -0.335483 -2.806374 4.198795 0.153 -0.167 0.514
C -0.160249 -4.297024 4.459296 0.024 0.044 -0.334
C -1.654545 -2.301828 4.747551 -0.153 0.048 -0.246
C 0.840410 -2.030774 4.781963 0.042 0.121 -0.248
O -1.762287 -2.584616 0.465758 -0.692 -0.717 0.030
C -3.150039 -2.826375 0.083622 -0.418 -0.005 -0.166
C -3.516080 -1.660544 -0.826434 0.185 0.138 0.021
C -3.243502 -4.142206 -0.668534 0.279 -0.033 0.052
C -4.015284 -2.835942 1.332159 0.240 0.016 0.160
H 3.774677 -4.462436 1.443102 -0.033 0.014 -0.007
H 2.414110 -3.969211 2.464064 0.081 0.004 -0.087
H 3.058178 -2.856577 1.235745 0.054 -0.061 -0.008
H 3.408243 -4.958889 -0.999436 -0.048 0.037 -0.005
H 2.639065 -3.381468 -1.267216 0.074 0.006 -0.031
H 1.776071 -4.873609 -1.694484 0.083 0.033 0.027
H 2.336651 -6.558991 0.797836 -0.037 -0.008 0.035
H 0.756240 -6.285112 0.039847 0.084 -0.016 0.016
H 0.997027 -5.914562 1.771133 0.105 -0.066 -0.044
H -0.976174 -4.852647 3.965159 0.022 -0.002 0.102
H -0.201952 -4.515953 5.525628 -0.025 -0.047 -0.046
H 0.799693 -4.648652 4.070359 -0.052 0.000 0.069
H -2.491621 -2.872517 4.331865 0.036 0.055 0.061
H -1.791049 -1.246513 4.498675 -0.004 -0.050 0.039
H -1.676456 -2.407879 5.832362 0.002 -0.003 -0.040
H 1.781170 -2.366805 4.339493 -0.046 0.030 0.066
H 0.881621 -2.191093 5.859674 0.006 0.033 -0.049
H 0.720528 -0.959566 4.591784 0.019 -0.076 0.047
H -2.949618 -1.699969 -1.759418 -0.024 0.010 0.050
H -3.297810 -0.715254 -0.318275 -0.057 -0.048 -0.052
H -4.580291 -1.700220 -1.060388 0.050 0.007 -0.009
H -2.536383 -4.161935 -1.500607 -0.072 0.003 0.014
H -4.249428 -4.295126 -1.059353 0.029 -0.036 0.041
H -3.011426 -4.978517 0.007381 -0.060 0.016 -0.057
H -3.869731 -1.919353 1.908824 -0.057 -0.026 -0.035
H -3.746879 -3.688512 1.971115 -0.067 0.040 -0.027
H -5.070932 -2.932622 1.076977 0.057 -0.023 0.010
O 3.169751 -1.265111 -3.181104 0.547 -0.096 -0.010
C 4.372189 -1.360783 -2.549059 -0.476 0.109 0.031
C 5.444938 -1.812970 -3.298649 0.249 -0.128 -0.215
C 6.687521 -1.951205 -2.714393 0.053 -0.027 -0.071
C 6.892317 -1.631848 -1.370105 0.159 -0.076 -0.097
C 5.843393 -1.156675 -0.629106 -0.312 0.141 0.090
C 4.563451 -1.010311 -1.201173 -0.049 -0.035 0.036
C 3.453215 -0.495719 -0.402735 0.241 0.203 0.358
O 2.242782 -0.620638 -0.845730 -0.247 -0.070 0.279
N 3.753185 0.109135 0.750832 0.017 -0.293 -0.389
N 2.643794 0.514742 1.378889 -0.555 0.104 0.154
C 2.725805 1.286199 2.394189 0.142 0.059 0.071
C 1.499890 1.768386 3.031739 0.008 0.009 -0.016
C 1.556782 2.612995 4.131627 0.119 0.058 0.133
C 0.378426 3.075339 4.691205 -0.017 0.006 0.025
C -0.833638 2.685778 4.132913 0.018 0.093 0.139
C -0.809896 1.840595 3.044242 0.055 -0.157 -0.170
N 0.327008 1.388706 2.502723 -0.183 0.171 -0.036
H 2.499197 -1.017771 -2.523131 0.038 0.000 0.106
H 5.279736 -2.056129 -4.340851 0.023 -0.007 0.042
H 7.515818 -2.314655 -3.310091 -0.032 0.010 0.008
H 7.868457 -1.754659 -0.920883 -0.019 0.015 -0.030
H 5.977920 -0.885823 0.409668 -0.022 0.002 -0.030
H 3.693689 1.613633 2.764441 -0.009 -0.003 -0.026
H 2.521254 2.893708 4.538987 -0.077 -0.004 -0.013
H 0.403758 3.729185 5.554028 -0.004 -0.012 -0.036
H -1.776813 3.027486 4.537060 0.030 -0.007 -0.016
H -1.733798 1.513652 2.576567 0.042 -0.001 0.002
C -1.219523 2.681016 -2.153142 -0.034 -0.295 0.144
P 0.002426 1.428052 -1.484603 -0.036 0.285 -0.013
C 0.364208 0.478522 -2.972252 -0.056 -0.020 -0.050
C 0.810848 1.100131 -4.140528 0.026 -0.061 -0.057
C 1.018871 0.348361 -5.286705 -0.010 0.013 -0.006
C 0.773508 -1.019965 -5.276596 -0.029 -0.001 0.020
C 0.328196 -1.642722 -4.118322 -0.076 0.004 -0.038
C 0.121936 -0.896085 -2.967278 -0.147 0.024 -0.045
C 1.380212 2.535930 -1.081334 0.094 0.039 -0.113
C 2.641314 2.423338 -1.661998 -0.019 0.001 0.037
C 3.672430 3.248077 -1.228059 0.004 -0.008 -0.003
C 3.450377 4.172945 -0.216554 -0.004 0.015 0.021
C 2.189412 4.290674 0.362442 -0.016 -0.038 -0.005
C 1.154769 3.473027 -0.066816 0.074 0.028 -0.072
P -2.996805 2.602153 -1.780577 0.420 0.440 0.132
C -3.318133 3.176021 -0.102343 -0.130 -0.289 0.116
C -3.957389 2.343184 0.816765 0.004 0.025 -0.002
C -4.298942 2.835335 2.071039 0.020 -0.010 -0.008
C -3.996480 4.149287 2.403235 0.014 0.023 -0.020
C -3.346378 4.976734 1.490055 0.002 -0.012 0.010
C -3.015736 4.501326 0.231163 0.025 -0.051 0.052
C -3.790263 3.744384 -2.838657 -0.397 -0.051 -0.165
C -3.198454 4.271480 -4.010249 -0.077 -0.109 0.152
C -3.889131 5.196287 -4.753336 -0.219 0.112 -0.067
C -5.192846 5.562861 -4.388610 0.072 -0.063 0.000
C -5.802426 5.023839 -3.252485 0.005 0.033 -0.166
C -5.120880 4.106612 -2.489329 0.267 0.020 -0.047
H -1.138018 2.577658 -3.233440 0.066 0.107 -0.070
H -0.874509 3.673025 -1.856168 -0.005 0.077 -0.005
H 1.014945 2.166830 -4.156918 -0.002 -0.051 0.007
H 1.376901 0.829514 -6.188687 -0.015 -0.031 0.044
H 0.933467 -1.602345 -6.175726 0.012 0.027 0.055
H 0.149167 -2.711293 -4.112158 0.008 0.059 -0.001
H -0.224626 -1.389221 -2.061434 0.024 0.018 -0.075
H 2.821852 1.693653 -2.444076 0.017 0.035 0.051
H 4.650594 3.170662 -1.687992 -0.053 -0.020 0.050
H 4.260168 4.811735 0.116560 -0.059 -0.035 -0.024
H 2.015502 5.018262 1.147521 0.013 -0.028 -0.068
H 0.167862 3.568611 0.383774 0.064 -0.014 0.027
H -4.226604 1.328809 0.540194 0.022 0.057 0.018
H -4.822592 2.200839 2.776465 0.012 0.042 -0.037
H -4.290087 4.544212 3.369303 0.034 -0.030 -0.054
H -3.123353 6.004652 1.748472 -0.018 -0.045 -0.001
H -2.545327 5.162668 -0.489002 -0.030 -0.028 0.026
H -2.200485 3.986204 -4.315749 -0.051 0.014 0.034
H -3.427004 5.637996 -5.626545 -0.055 -0.017 0.006
H -5.742342 6.259765 -5.010237 0.052 0.019 0.063
H -6.808963 5.314980 -2.982683 0.026 -0.007 -0.037
H -5.591374 3.672257 -1.614688 0.045 0.029 -0.014
```
Forces are in eV/Å.

Atom charges from the Löwdin analysis, given in e for atoms 1 to 99: number 1, Pb, carries 1.391; number 2, C, carries 0.004; number 3, C, carries -0.622; number 4, C, carries 0.008; number 5, C, carries -0.018; number 6, O, carries -0.208; number 7, Ge, carries 0.983; number 8, O, carries -0.258; number 9, C, carries -0.642; number 10, C, carries -0.023; number 11, C, carries -0.011; number 12, C, carries -0.001; number 13, O, carries -0.257; number 14, C, carries -0.655; number 15, C, carries -0.016; number 16, C, carries -0.017; number 17, C, carries -0.020; number 18, H, carries 0.113; number 19, H, carries 0.073; number 20, H, carries 0.084; number 21, H, carries 0.113; number 22, H, carries 0.075; number 23, H, carries 0.101; number 24, H, carries 0.113; number 25, H, carries 0.101; number 26, H, carries 0.079; number 27, H, carries 0.091; number 28, H, carries 0.114; number 29, H, carries 0.084; number 30, H, carries 0.088; number 31, H, carries 0.088; number 32, H, carries 0.109; number 33, H, carries 0.092; number 34, H, carries 0.110; number 35, H, carries 0.082; number 36, H, carries 0.089; number 37, H, carries 0.064; number 38, H, carries 0.107; number 39, H, carries 0.100; number 40, H, carries 0.111; number 41, H, carries 0.091; number 42, H, carries 0.093; number 43, H, carries 0.088; number 44, H, carries 0.108; number 45, O, carries 0.051; number 46, C, carries -0.250; number 47, C, carries 0.003; number 48, C, carries -0.039; number 49, C, carries -0.066; number 50, C, carries -0.019; number 51, C, carries -0.095; number 52, C, carries -0.429; number 53, O, carries -0.276; number 54, N, carries 0.091; number 55, N, carries -0.115; number 56, C, carries -0.059; number 57, C, carries -0.280; number 58, C, carries 0.014; number 59, C, carries -0.008; number 60, C, carries -0.030; number 61, C, carries -0.130; number 62, N, carries -0.037; number 63, H, carries 0.039; number 64, H, carries 0.128; number 65, H, carries 0.120; number 66, H, carries 0.114; number 67, H, carries 0.113; number 68, H, carries 0.146; number 69, H, carries 0.133; number 70, H, carries 0.129; number 71, H, carries 0.114; number 72, H, carries 0.101; number 73, C, carries -0.438; number 74, P, carries 0.958; number 75, C, carries -0.409; number 76, C, carries -0.092; number 77, C, carries -0.038; number 78, C, carries -0.037; number 79, C, carries -0.057; number 80, C, carries -0.130; number 81, C, carries -0.403; number 82, C, carries -0.076; number 83, C, carries -0.037; number 84, C, carries -0.045; number 85, C, carries -0.066; number 86, C, carries -0.131; number 87, P, carries 1.162; number 88, C, carries -0.388; number 89, C, carries -0.105; number 90, C, carries -0.070; number 91, C, carries -0.049; number 92, C, carries -0.041; number 93, C, carries -0.076; number 94, C, carries -0.361; number 95, C, carries -0.053; number 96, C, carries -0.027; number 97, C, carries 0.010; number 98, C, carries -0.029; number 99, C, carries -0.057